# 1
The following is a DFT calculation (ωB97M-V/def2-TZVPD) of 5 unconnected molecules or ions with the total composition C38H53F32IN3O4SSi.

Structure (XYZ):
```
133
Properties=species:S:1:pos:R:3:forces:R:3
C -7.1222 -0.4279 -3.2801 -0.508 0.189 -0.065
C -8.4077 -1.1996 -2.9949 0.264 -0.038 0.608
C -8.2397 -2.7182 -2.7378 -0.253 0.746 -0.355
C -7.0433 -3.3723 -3.4235 -0.238 -0.808 0.315
C -5.8714 -3.6319 -2.4617 -0.401 0.097 -0.375
C -4.5088 -3.7111 -3.1568 0.236 0.160 0.203
C -3.4362 -2.8383 -2.4833 -0.094 -0.077 0.133
C -2.5403 -3.6077 -1.4907 -0.698 0.073 -0.134
C -2.4933 -3.0235 -0.0800 0.816 -0.198 -0.273
C -1.4999 -1.8723 0.1384 -1.151 -0.403 -0.066
N -1.6712 -0.7886 -0.8370 0.366 0.237 0.051
C -0.9919 -0.6439 -2.0292 0.135 -0.360 -0.184
I 0.5211 -1.8185 -2.8210 -0.269 0.179 0.243
N -1.4045 0.3899 -2.6758 -0.223 0.377 -0.135
N -2.3644 0.9630 -1.8815 0.045 -0.216 0.384
Si -3.1648 2.4627 -2.5716 -0.023 1.347 -1.083
C -1.7607 3.5723 -3.1170 -0.004 -0.747 0.718
C -4.1774 3.4204 -1.3378 -0.052 -0.502 0.136
C -4.0952 1.9610 -4.1050 0.299 -0.157 0.478
C -2.5113 0.2666 -0.7597 0.091 0.150 -0.528
C -3.4234 0.6075 0.3533 -0.184 -0.920 0.402
C -4.8280 -0.0584 0.2408 0.242 0.440 0.487
C -5.1277 -0.9344 1.4505 -0.029 -0.221 0.422
S -5.7864 0.1678 2.7404 -0.120 0.332 0.029
H -6.6664 -0.7302 -4.2158 0.258 -0.091 -0.084
H -7.3732 0.6265 -3.3777 0.079 0.172 -0.004
H -6.4127 -0.5193 -2.4600 0.209 -0.121 0.024
H -8.8258 -0.7698 -2.0856 -0.211 0.075 0.060
H -9.1454 -0.9927 -3.7628 0.022 -0.116 -0.330
H -8.1978 -2.8552 -1.6592 0.203 -0.247 0.133
H -9.1589 -3.1995 -3.0562 -0.138 -0.131 -0.013
H -6.7158 -2.8370 -4.3089 0.006 0.241 -0.040
H -7.3837 -4.3434 -3.7787 0.095 -0.116 -0.257
H -6.1018 -4.5589 -1.9436 0.083 -0.091 0.260
H -5.9012 -2.8445 -1.7061 0.273 0.114 0.092
H -4.1514 -4.7386 -3.1721 0.005 -0.137 -0.154
H -4.6161 -3.4048 -4.1935 -0.056 0.039 -0.157
H -3.9783 -2.0745 -1.9271 0.030 0.305 0.000
H -2.8549 -2.3169 -3.2407 0.206 0.008 -0.084
H -1.5529 -3.7693 -1.9073 0.258 0.005 0.094
H -2.9761 -4.5981 -1.3893 0.017 -0.207 0.061
H -3.4874 -2.7433 0.2465 -0.261 0.112 -0.002
H -2.1523 -3.8215 0.5767 -0.004 0.016 0.291
H -0.4975 -2.2614 0.0625 0.322 0.213 -0.038
H -1.6884 -1.4640 1.1254 0.370 0.177 0.152
H -1.4669 4.2039 -2.2838 0.059 0.246 -0.014
H -0.8974 2.9645 -3.3804 0.079 0.052 -0.272
H -2.0586 4.1891 -3.9563 -0.021 0.117 -0.142
H -4.6467 4.2234 -1.9034 -0.037 0.067 -0.219
H -3.5567 3.9127 -0.5948 0.112 -0.045 0.199
H -4.9820 2.8748 -0.8495 -0.062 -0.019 0.076
H -4.6468 2.8284 -4.4606 -0.208 0.079 0.062
H -3.3542 1.7450 -4.8703 0.060 -0.247 -0.127
H -4.7647 1.1157 -3.9794 -0.149 -0.066 -0.097
H -3.4908 1.6747 0.5080 0.066 0.209 -0.248
H -2.9728 0.2043 1.2552 0.179 0.129 0.229
H -4.9384 -0.6141 -0.6819 -0.029 -0.065 -0.200
H -5.5604 0.7466 0.2672 -0.186 -0.002 -0.478
H -5.8365 -1.7219 1.2145 -0.182 0.011 -0.063
H -4.2359 -1.4095 1.8487 0.149 -0.105 -0.095
H -5.5028 -0.5102 3.8590 0.086 -0.221 -0.133
C 4.7548 -4.8907 1.3743 0.496 -0.099 -0.360
C 4.3758 -4.7417 2.8597 -0.205 0.503 -0.246
C 3.5808 -5.8733 3.5145 -0.025 -0.262 0.301
F 2.3704 -6.0355 2.9492 -0.008 0.133 -0.232
F 3.3748 -5.5611 4.8210 0.096 0.006 -0.334
F 3.7428 -3.5616 3.0475 -0.099 -0.109 -0.001
F 5.5484 -4.6782 3.5458 0.070 -0.197 -0.006
O 3.9593 -4.1985 0.4153 -0.590 -0.030 0.385
C 2.8348 -4.7488 -0.1473 0.758 -0.281 0.054
C 1.5911 -3.9217 0.1809 -0.211 0.178 0.148
F 1.3734 -3.8576 1.5077 0.054 -0.115 0.042
F 0.4959 -4.4939 -0.3857 0.086 -0.028 -0.060
F 2.6748 -6.0426 0.1779 -0.098 0.141 0.095
F 2.9884 -4.6950 -1.4929 -0.118 0.065 -0.017
H 5.7276 -4.4093 1.2909 -0.037 0.081 0.044
H 4.9176 -5.9310 1.0942 -0.266 -0.088 0.096
H 4.1286 -6.8176 3.4671 0.042 0.033 -0.024
H 1.7005 -2.9052 -0.2023 0.134 -0.046 -0.076
C 1.4368 8.3392 0.4487 0.327 0.114 0.541
C 0.0642 7.9547 -0.1371 0.165 0.572 -0.275
C -0.0709 6.5882 -0.8141 -0.166 -0.253 -0.023
F 0.7129 6.4771 -1.9007 0.166 0.148 -0.004
F -1.3555 6.4271 -1.2296 -0.011 0.049 0.131
F -0.3632 8.9238 -0.9708 0.032 -0.116 -0.075
F -0.8023 7.9216 0.9160 0.050 -0.215 0.100
O 2.2709 9.2019 -0.3120 -0.321 -0.309 -0.626
C 3.1630 8.7224 -1.2455 -0.014 -0.049 0.741
C 2.8488 9.2385 -2.6516 -0.082 0.216 -0.309
F 1.6207 8.8538 -3.0451 -0.028 -0.150 0.123
F 3.7489 8.7148 -3.5195 -0.011 0.013 0.086
F 3.2547 7.3749 -1.2160 -0.147 0.056 -0.131
F 4.3826 9.1983 -0.9146 0.013 0.010 -0.087
H 1.1986 8.9291 1.3326 -0.071 0.054 -0.056
H 1.9815 7.4691 0.8153 -0.041 -0.151 -0.234
H 0.1698 5.7800 -0.1175 0.017 0.064 0.055
H 2.9025 10.3281 -2.6844 0.092 -0.019 0.080
C 8.0432 6.2980 -2.6985 0.031 -0.137 0.654
C 7.8406 7.4522 -3.6986 0.549 -0.297 -0.242
C 6.5333 7.4911 -4.4924 -0.319 0.218 -0.116
F 6.3996 6.4174 -5.2976 0.179 -0.188 0.090
F 6.5262 8.5903 -5.2815 0.097 0.020 0.093
F 8.8975 7.5130 -4.5364 -0.100 -0.046 -0.059
F 7.8520 8.5969 -2.9575 -0.201 -0.001 0.103
O 8.8503 5.1949 -3.0922 -0.199 0.126 -0.719
C 8.3347 4.0969 -3.7426 -0.119 0.275 0.691
C 8.9646 3.9067 -5.1250 0.197 -0.087 -0.251
F 8.7309 4.9730 -5.9100 -0.130 0.079 0.068
F 8.4151 2.8187 -5.7150 -0.014 0.019 0.099
F 6.9881 4.1233 -3.8006 0.082 0.100 -0.154
F 8.6673 3.0097 -3.0058 0.022 -0.045 -0.081
H 8.6088 6.7450 -1.8822 0.060 0.039 -0.065
H 7.1007 5.9723 -2.2587 -0.139 -0.025 -0.257
H 5.6728 7.5439 -3.8235 0.059 -0.044 0.072
H 10.0431 3.7635 -5.0326 -0.026 -0.025 0.078
C 0.9870 -7.6042 8.8974 -0.541 -0.136 -0.312
C 1.9896 -8.0908 9.9612 0.349 0.133 -0.495
C 2.0478 -7.3374 11.2931 0.001 -0.087 0.363
F 2.4345 -6.0583 11.1294 -0.040 0.075 -0.242
F 2.9551 -7.9383 12.0958 -0.029 -0.061 -0.081
F 3.2221 -8.1710 9.4160 -0.005 0.106 0.078
F 1.6110 -9.3617 10.2783 -0.180 0.022 0.119
O 1.4755 -6.8026 7.8280 0.532 0.248 0.431
C 1.5510 -5.4290 7.9064 -0.598 -0.448 0.048
C 2.9906 -4.9327 7.7580 0.428 0.115 -0.094
F 3.7718 -5.4241 8.7399 -0.144 -0.065 0.115
F 3.0107 -3.5802 7.8495 -0.144 -0.057 -0.034
F 0.9584 -4.9490 9.0163 0.197 -0.058 0.023
F 0.8528 -4.9368 6.8527 0.077 0.062 -0.023
H 0.6589 -8.5153 8.3992 0.091 -0.028 -0.003
H 0.0911 -7.1773 9.3479 0.150 0.185 0.178
H 1.0753 -7.3592 11.7929 -0.020 0.000 -0.058
H 3.3993 -5.2366 6.7933 -0.129 0.052 0.244
```
Positions in Å, forces in eV/Å.

Summary:
Net charge: +1
Calculated total energy (eV): -166694.871
LUMO level (eV): -2.63
E_HOMO (eV): -11.9
Orbital gap (hartree): 0.340
2S+1: 1



# 2
The following is a DFT calculation (ωB97M-V/def2-TZVPD) of 2 unconnected molecules or ions with the total composition C38H54ClNO10P.

Structure (XYZ):
```
105
Properties=species:S:1:pos:R:3:forces:R:3
C -1.3109 1.3855 5.2974 -0.424 -0.588 0.622
C -0.4453 0.0331 5.0391 -0.245 1.324 -0.482
C 1.0029 0.2712 5.6973 -1.012 -0.611 1.595
O 2.1050 -0.3301 4.9726 -0.363 1.928 -2.111
C 2.3567 0.3175 3.7409 1.266 0.618 -3.348
C 3.3160 -0.4388 2.7550 -0.918 2.617 -1.003
C 3.7116 0.0944 1.3589 -2.012 1.385 2.501
C 4.7382 -0.7728 0.4531 -0.570 0.985 1.589
O 4.1657 -0.9876 -0.8499 0.278 -1.336 0.764
C 3.8856 -2.3814 -1.0875 -0.049 -0.766 0.210
O 3.0278 -2.4807 -2.2364 1.361 -0.600 1.091
C 3.0860 -3.7889 -2.8546 -0.379 -0.141 -1.057
C 3.5983 -3.5869 -4.3830 -0.553 0.420 1.034
O 2.6181 -4.2196 -5.2505 0.541 0.768 -0.188
C 3.0934 1.4372 0.9096 -0.845 -0.807 2.153
C 2.1179 2.2075 1.8728 1.499 -2.403 -0.186
C 1.7728 1.6683 3.2754 1.728 -1.369 -1.630
C 1.5312 3.5751 1.2601 0.004 0.982 1.001
O 1.3693 4.6217 1.9427 0.278 -3.726 -2.395
C 1.1993 3.4921 -0.3137 -0.743 -0.455 -3.673
C -0.0618 4.1210 -0.9548 2.039 -0.905 -1.278
C -1.1552 4.9065 -0.1027 -0.500 -0.585 -1.359
C -2.4722 3.9419 -0.0295 0.161 0.038 -0.480
C -2.8028 3.4529 1.4649 -0.551 0.225 -0.717
C -3.2852 1.9162 1.5285 -0.565 -2.776 2.155
O -3.2696 1.2276 2.5902 0.273 3.125 -4.013
O -3.7898 1.2938 0.3242 2.037 1.400 1.951
C -0.3197 3.9689 -2.4988 2.063 -1.778 0.238
C -1.5987 4.6082 -3.2405 1.179 -0.177 -0.452
C -1.1874 6.1013 -3.6665 0.208 -0.264 -0.352
C -2.0699 6.7085 -4.8701 0.510 -0.155 0.282
Cl -2.4372 8.4710 -4.4046 -0.003 -1.067 -0.610
C 0.6623 3.1739 -3.4358 0.048 0.888 4.776
C 1.9241 2.5378 -2.7956 -2.773 2.407 0.663
P 3.1078 1.5375 -3.9082 1.435 -1.196 0.307
C 2.0802 0.5752 -5.2212 -0.955 0.704 -0.514
O 4.1023 2.5801 -4.8546 -2.010 0.457 0.756
C 2.1567 2.7068 -1.2812 -1.300 0.657 -0.145
C 3.4248 2.0258 -0.5540 0.999 -0.446 -0.361
O 4.5580 1.9160 -1.0705 -3.818 0.500 1.700
H -2.0316 1.6313 4.4496 0.970 -0.514 1.176
H -1.9134 1.1859 6.2630 0.760 0.564 -1.541
H -0.6689 2.3031 5.5144 -0.653 -1.222 -0.405
H -0.3802 -0.2004 3.9124 0.109 0.482 1.738
H -1.0392 -0.8215 5.5059 1.206 1.008 -0.527
H 0.9761 -0.2548 6.7271 0.372 0.742 -1.681
H 1.2247 1.3765 5.9406 -0.372 -1.613 -0.713
H 3.7691 -1.4292 3.0828 -0.829 1.463 -0.378
H 4.9498 -1.7353 1.0418 -0.434 1.171 -1.000
H 5.7259 -0.1852 0.4322 -1.515 -0.842 -0.495
H 4.8705 -2.9516 -1.2634 -1.159 0.808 0.036
H 3.3637 -2.8931 -0.1953 0.601 1.006 -0.977
H 2.0121 -4.2037 -2.9266 1.679 0.642 0.206
H 3.7223 -4.5448 -2.2819 -0.739 1.131 -0.609
H 4.6635 -4.0005 -4.5400 -1.886 0.384 -0.034
H 3.6104 -2.4615 -4.5691 0.177 -1.436 0.311
H 1.9215 -3.5645 -5.4867 0.896 -0.670 0.462
H 1.0862 2.2654 3.9641 1.064 -0.944 -1.300
H -0.8090 5.2477 0.9264 -0.250 -0.584 -1.529
H -1.4613 5.8238 -0.7354 0.646 -1.308 1.202
H -2.3058 3.0385 -0.7292 -0.230 1.361 1.327
H -3.3517 4.5182 -0.5102 1.206 -0.966 1.093
H -1.9014 3.6272 2.1652 -1.427 -0.733 -1.109
H -3.6343 4.1521 1.8566 1.130 -1.422 -0.379
H -3.4056 0.3744 0.2865 -0.727 0.660 0.297
H -2.5608 4.5336 -2.6365 1.377 0.302 -0.714
H -1.7713 4.0246 -4.2223 0.302 0.681 1.627
H -0.1009 6.0672 -4.0594 -1.684 0.050 0.841
H -1.2115 6.7740 -2.7396 -0.008 -0.833 -1.534
H -1.4796 6.7446 -5.8571 -0.940 -0.010 1.650
H -3.0502 6.1611 -5.0587 1.246 0.869 0.479
H 0.3986 3.0736 -4.5488 0.561 0.107 1.939
H 2.4770 0.7610 -6.2879 -0.604 -0.022 1.718
H 0.9746 0.8818 -5.1425 1.515 -0.695 -0.399
H 2.1789 -0.5441 -5.0350 -0.117 1.582 0.118
H 3.6651 3.4390 -5.0446 0.363 -0.690 0.014
C -4.4480 -4.5644 1.6355 -0.357 -0.039 0.448
C -3.3439 -3.4885 1.5805 0.003 -0.389 0.469
C -2.4808 -3.5669 2.8599 0.046 0.121 0.151
C -1.5670 -4.7846 2.9537 0.089 -0.077 0.218
C -1.1390 -5.3316 1.5940 -0.078 -0.175 -0.083
C -1.2086 -4.3128 0.4340 -0.165 -0.144 0.419
N -2.5760 -3.7915 0.3614 0.074 -0.323 -0.295
O -2.7581 -2.8793 -0.6666 0.147 0.620 -0.282
C -0.9100 -5.1049 -0.8568 0.029 0.142 -0.197
C -0.1054 -3.2490 0.6094 0.280 0.194 -0.086
C -4.0394 -2.1132 1.6238 0.062 0.033 -0.470
H -5.0974 -4.5052 0.7582 0.221 0.113 -0.060
H -5.0829 -4.4419 2.5232 -0.065 0.028 0.072
H -4.0332 -5.5750 1.6678 0.121 0.104 -0.038
H -1.8592 -2.6673 2.9313 -0.130 0.048 -0.206
H -3.1220 -3.5400 3.7515 -0.082 0.044 -0.133
H -0.6816 -4.5148 3.5410 -0.057 0.007 0.009
H -2.0651 -5.5815 3.5166 0.032 0.013 -0.026
H -0.1289 -5.7499 1.6794 0.026 0.121 -0.164
H -1.7830 -6.1861 1.3548 -0.028 0.171 -0.218
H -1.6925 -5.8447 -1.0526 -0.039 0.170 0.113
H 0.0410 -5.6454 -0.7735 0.044 0.043 0.155
H -0.8360 -4.4520 -1.7312 -0.182 0.081 0.191
H 0.8835 -3.7240 0.6455 -0.004 -0.076 0.023
H -0.2146 -2.6671 1.5285 -0.093 -0.059 0.006
H -0.0878 -2.5438 -0.2258 -0.263 -0.090 0.028
H -4.6280 -2.0074 2.5426 0.180 -0.168 0.089
H -4.7350 -1.9795 0.7915 0.242 -0.105 -0.070
H -3.3201 -1.2895 1.6056 0.024 -0.195 -0.012
```
Positions in Å, forces in eV/Å.

Summary:
Net charge: -1
Calculated total energy (eV): -84044.824
LUMO level (eV): 0.59
E_HOMO (eV): -1.4
Orbital gap (hartree): 0.073
2S+1: 1